(1)
The following is a DFT calculation (wB97M-V/def2-TZVPD) of a cluster of 2 separate species, C4H3N2O2 in total at a distorted geometry.

XYZ file:
```
11
Properties=species:S:1:pos:R:3
C 0.880 -1.117 0.054
C 0.211 0.243 0.030
C -1.223 -1.646 -0.025
C -3.663 0.610 -0.138
N 0.050 -2.087 0.034
N -1.071 0.052 0.008
O -4.728 0.755 0.163
O -2.304 -2.032 -0.152
H 1.989 -1.232 0.079
H 0.644 1.310 -0.132
H -2.203 0.463 -0.205
```

charge: +1
LUMO level: -6.886 eV
molecular weight: 111.1 g/mol
frontier orbital gap: 9.2 eV
multiplicity: 1
DFT total energy: -11261.628 eV
energy relative to the best compared isomer or geometry (same formula, charge and spin): 0.00 kcal per mole
HOMO level: -16.1 eV

---

(2)
The following is a DFT calculation (wB97M-V/def2-TZVPD) of the ion C4H3N2O3 with charge +1 at a distorted geometry.

XYZ file:
```
12
Properties=species:S:1:pos:R:3
N 2.234 -2.264 0.524
C 1.968 -1.174 0.283
C 1.366 0.098 -0.105
C -0.214 0.242 -0.549
C -1.904 -0.050 0.212
O -2.606 0.453 -0.595
O -1.895 -0.681 1.295
N 1.929 1.139 -0.191
O 2.452 2.154 -0.275
H -0.540 1.224 -0.873
H -0.108 -0.327 -1.512
H -2.681 -0.815 1.785
```

charge: +1
LUMO level (alpha / beta): -7.795 / -7.796 eV
molecular weight: 127.1 g/mol
frontier orbital gap (alpha / beta): 7.6 / 7.6 eV
multiplicity: 1
DFT total energy: -13304.819 eV
energy relative to the best compared isomer or geometry (same formula, charge and spin): 102.64 kcal per mole
HOMO level (alpha / beta): -15.4 / -15.4 eV
SMILES: N#CC(CC(=O)O)=[N+]=O

---

> Which of these has the highest energy relative to the best compared isomer or geometry (same formula, charge and spin)?

C4H3N2O3

---

> Which value of charge does entry 1 give?

+1

---

Repeat the second record exactly.
The following is a DFT calculation (wB97M-V/def2-TZVPD) of the ion C4H3N2O3 with charge +1 at a distorted geometry.

XYZ file:
```
12
Properties=species:S:1:pos:R:3
N 2.234 -2.264 0.524
C 1.968 -1.174 0.283
C 1.366 0.098 -0.105
C -0.214 0.242 -0.549
C -1.904 -0.050 0.212
O -2.606 0.453 -0.595
O -1.895 -0.681 1.295
N 1.929 1.139 -0.191
O 2.452 2.154 -0.275
H -0.540 1.224 -0.873
H -0.108 -0.327 -1.512
H -2.681 -0.815 1.785
```

charge: +1
LUMO level (alpha / beta): -7.795 / -7.796 eV
molecular weight: 127.1 g/mol
frontier orbital gap (alpha / beta): 7.6 / 7.6 eV
multiplicity: 1
DFT total energy: -13304.819 eV
energy relative to the best compared isomer or geometry (same formula, charge and spin): 102.64 kcal per mole
HOMO level (alpha / beta): -15.4 / -15.4 eV
SMILES: N#CC(CC(=O)O)=[N+]=O